Record 1
81
Properties=species:S:1:pos:R:3 method="wB97M-V/def2-TZVPD" charge=+3 mol_weight_g_mol=1050.16 gap_ev=5.59 e_tot_ev=-152145.808 e_homo_ev=-16.31 relative_energy_ev=0.000
Ta 1.31563 -0.93926 0.39370
N 2.01006 -3.14372 0.34292
C 3.05324 -3.46266 -0.67759
C 4.01224 -2.30053 -0.68449
N 3.16687 -1.08409 -0.91340
H 2.41201 -3.31687 1.26376
H 1.22599 -3.78635 0.23930
H 2.56391 -3.57735 -1.64531
H 3.55379 -4.39879 -0.43502
H 4.76258 -2.39618 -1.46775
H 4.51905 -2.19147 0.27451
H 2.77718 -1.15183 -1.85561
H 3.75344 -0.25098 -0.94102
C -1.74614 -3.01042 4.28989
C -1.03312 -2.25553 3.20992
N -1.52010 -1.79479 2.11536
O -2.80492 -2.01696 1.79948
C 0.42058 -1.97417 3.34530
C 1.14252 -2.14739 4.62783
N 1.03642 -1.58505 2.28135
O 2.37550 -1.29454 2.16343
H -2.82611 -2.87105 4.25689
H -1.42781 -2.66331 5.27185
H -1.53915 -4.08087 4.23067
H -3.23246 -2.60843 2.44478
H 0.74617 -1.43350 5.35655
H 2.21039 -1.98867 4.51370
H 0.95581 -3.14308 5.03458
F 1.42635 0.74061 -1.56772
C 0.70010 1.46572 -2.51019
C -0.56434 1.06598 -2.87906
C -1.20711 1.88226 -3.80044
F -2.45258 1.58902 -4.15648
C -0.61017 3.01186 -4.34325
F -1.25191 3.75300 -5.21393
C 0.67199 3.36466 -3.94087
F 1.25243 4.43491 -4.42277
C 1.33393 2.58101 -3.00379
F 2.55318 2.90431 -2.56932
Ge -1.55465 -0.39432 -2.07593
S -0.05833 -1.93443 -1.18014
C -2.62164 -1.48873 -3.20649
C -3.60668 -2.29070 -2.64430
F -3.74219 -2.30590 -1.30967
C -4.44140 -3.06859 -3.41680
F -5.37395 -3.81903 -2.86162
C -4.27824 -3.05729 -4.79950
F -5.05750 -3.79542 -5.54882
C -3.28649 -2.28110 -5.39082
F -3.13001 -2.28959 -6.69906
C -2.46688 -1.51369 -4.58666
F -1.49631 -0.78947 -5.15127
C -2.41437 0.33775 -0.49219
C -3.77645 0.60467 -0.43250
F -4.54151 0.33280 -1.47968
C -4.37169 1.15468 0.69544
F -5.66232 1.38683 0.71735
C -3.59660 1.45466 1.81113
F -4.14814 1.95671 2.88988
C -2.22839 1.21098 1.78629
F -1.45687 1.44402 2.84053
C -1.71759 0.67804 0.63153
F -0.29930 0.48046 0.63477
C 3.67232 3.63991 1.39887
C 2.17199 3.43281 1.59430
C 1.84435 3.08301 3.04179
C 1.39838 4.66953 1.15397
N 1.64617 2.34459 0.69786
N 2.27056 1.06901 0.97229
H 4.02170 4.45657 2.03020
H 3.90533 3.90551 0.36470
H 4.26494 2.76546 1.68789
H 2.00262 3.95838 3.67045
H 2.49758 2.30508 3.45467
H 0.80061 2.78341 3.14598
H 1.74224 5.53933 1.71220
H 0.32984 4.54485 1.33090
H 1.55869 4.87882 0.09311
H 1.91579 2.58927 -0.24992
H 2.27843 0.98956 1.99392
H 3.27051 1.10607 0.74760

=====

Record 2
12
Properties=species:S:1:pos:R:3 method="wB97M-V/def2-TZVPD" charge=0 mol_weight_g_mol=99.09 gap_ev=9.21 e_tot_ev=-9705.069 e_homo_ev=-8.93 relative_energy_ev=5.515
N -1.63612 -0.66984 -0.25292
C -0.45944 0.06317 0.16012
C -0.89937 0.92098 1.11822
O 0.17407 1.57377 1.57881
N 1.32799 1.13689 0.90694
C 0.94368 0.20682 0.06075
N 1.86977 -0.50124 -0.70268
H -1.96018 -0.53001 -1.20876
H -1.65815 -1.66039 -0.01425
H -2.12019 0.12009 0.63508
H 1.62092 -0.55539 -1.68211
H 2.79702 -0.10485 -0.59920